This record from the OMol25 dataset describes a gas-phase ion, C4H9OS (charge -1). The level of theory is the ωB97M-V functional and the def2-TZVPD basis.

Properties
energy above the lowest of the compared OMol25 structures with the same formula, charge and spin	1.463	eV
structure (SMILES)	[O-]CCCCS
LUMO energy	3.056	eV
spin multiplicity	1
net charge	-1

Structure (XYZ):
```
15
C4H9OS the ωB97M-V functional and the def2-TZVPD basis
O 0.658 2.889 0.193
C 0.007 2.105 -0.676
C -0.675 0.780 -0.103
C 0.351 -0.366 0.067
C -0.352 -1.652 0.512
S 0.699 -3.197 0.290
H 0.605 1.720 -1.537
H -0.868 2.615 -1.113
H -0.901 1.101 0.917
H -1.446 0.439 -0.792
H 0.930 -0.561 -0.842
H 1.082 -0.057 0.816
H -1.317 -1.827 0.046
H -0.533 -1.524 1.581
H 1.759 -2.467 0.640
```